ORCA calculation (wB97M-V/def2-TZVPD) on HO6P as an isolated structure in a non-equilibrium geometry.

## Properties
HOMO = 0.38 eV
LUMO level = 7.577 eV

```
! wB97M-V def2-TZVPD RIJCOSX def2/J DEFGRID3
* xyz -2 1
O 1.9330 -0.5598 -1.0511
O 1.4225 -0.1866 1.4426
O -0.2939 -1.3401 -0.0475
O -1.9017 0.3734 0.1519
O -1.0785 1.4967 -0.0810
O 0.2030 1.1296 -0.6107
P 0.9048 -0.3066 0.0452
H -1.1892 -0.6068 0.1506
*
```

---

ORCA calculation (wB97M-V/def2-TZVPD) on HO7S2 as an isolated structure in a non-equilibrium geometry.

## Properties
HOMO (alpha / beta) = 0.26 / -1.17 eV
LUMO level (alpha / beta) = 5.987 / 5.647 eV

```
! wB97M-V def2-TZVPD RIJCOSX def2/J DEFGRID3
* xyz -2 2
O -5.1895 -0.4544 -1.7055
S -4.5787 0.0225 -0.4454
O -4.5197 -1.3023 0.3138
O -3.1427 0.4010 -0.5675
O -5.3101 0.9341 0.4445
H -4.6074 -1.8732 1.2665
O -4.2554 -2.7903 2.0334
S -4.9591 -4.0819 2.0700
O -4.0807 -5.1318 2.4870
O -6.4004 -4.1874 1.9490
*
```

---

ORCA calculation (wB97M-V/def2-TZVPD) on an isolated molecule of HP3 in a non-equilibrium geometry.

## Properties
HOMO = -8.42 eV
SMILES = P1=P#[PH]1
LUMO level = -1.256 eV

```
! wB97M-V def2-TZVPD RIJCOSX def2/J DEFGRID3
* xyz 0 1
P 0.9181 0.1482 -0.8834
P 2.5469 0.9161 0.3380
P 2.3850 -1.0675 -0.0812
H -0.1796 0.1782 -0.1300
*
```